# 1
Formula: C34H91N5O14
Source: the OMol25 dataset
Level of theory: wB97M-V/def2-TZVPD

CARTESIAN COORDINATES (ANGSTROEM)
C1 -0.126 7.700 3.560
O1 0.611 7.012 2.514
C2 -0.264 6.469 1.515
C3 0.086 4.952 1.258
N1 -0.529 4.216 2.346
C4 -0.159 2.846 2.441
C5 -0.448 2.282 3.801
O2 0.464 2.565 4.955
C6 1.778 2.175 4.753
H1 -0.996 7.075 3.760
H2 -0.299 8.746 3.304
H3 0.406 7.628 4.508
H4 0.016 6.958 0.582
H5 -1.322 6.531 1.769
H6 1.169 4.842 1.304
H7 -0.232 4.541 0.300
H8 -0.247 4.677 3.199
H9 0.887 2.644 2.211
H10 -0.696 2.334 1.642
H11 -0.474 1.200 3.671
H12 -1.479 2.405 4.133
H13 1.823 1.110 4.525
H14 2.312 2.326 5.691
H15 2.388 2.760 4.064
C7 3.189 6.282 -0.275
O3 2.803 5.011 -0.777
C8 3.399 4.689 -2.030
C9 2.678 3.361 -2.368
N2 3.141 2.273 -1.440
C10 2.282 1.139 -1.350
C11 2.921 0.275 -0.305
O4 2.895 0.720 1.037
C12 3.959 1.550 1.363
H16 4.257 6.496 -0.220
H17 2.549 6.650 0.527
H18 2.838 6.911 -1.093
H19 4.467 4.473 -2.018
H20 3.379 5.363 -2.886
H21 3.102 3.223 -3.363
H22 1.597 3.499 -2.335
H23 3.270 2.660 -0.516
H24 2.195 0.533 -2.252
H25 1.312 1.411 -0.933
H26 3.919 0.066 -0.692
H27 2.350 -0.651 -0.373
H28 3.669 2.601 1.371
H29 4.986 1.425 1.020
H30 4.118 1.415 2.433
C13 -1.253 -5.260 -1.931
O5 -2.209 -5.706 -0.891
C14 -2.413 -7.197 -0.777
C15 -2.884 -7.893 -2.019
N3 -3.943 -7.099 -2.695
C16 -5.302 -6.958 -2.034
C17 -6.185 -8.248 -2.083
O6 -5.864 -9.275 -1.168
C18 -6.740 -10.419 -1.431
H31 -1.741 -5.400 -2.895
H32 -0.259 -5.706 -1.957
H33 -1.203 -4.171 -1.940
H34 -3.043 -7.385 0.092
H35 -1.440 -7.627 -0.539
H36 -3.387 -8.824 -1.759
H37 -2.007 -8.077 -2.639
H38 -3.625 -6.143 -2.620
H39 -5.764 -6.174 -2.635
H40 -5.245 -6.612 -1.002
H41 -5.864 -8.644 -3.046
H42 -7.239 -7.970 -2.080
H43 -7.791 -10.162 -1.560
H44 -6.690 -10.974 -0.495
H45 -6.290 -11.029 -2.215
C19 1.222 -3.864 0.274
O7 1.329 -3.314 1.537
C20 2.612 -3.206 2.044
C21 2.945 -4.394 2.959
N4 4.359 -4.562 3.192
C22 4.932 -3.373 3.801
C23 6.406 -3.751 4.139
O8 7.066 -4.021 2.877
C24 8.466 -4.367 2.959
H46 2.004 -3.306 -0.241
H47 0.217 -3.793 -0.141
H48 1.580 -4.893 0.316
H49 2.653 -2.206 2.477
H50 3.339 -3.087 1.241
H51 2.491 -5.289 2.534
H52 2.384 -4.291 3.888
H53 4.586 -5.270 3.876
H54 4.379 -2.931 4.629
H55 5.020 -2.562 3.078
H56 6.588 -4.552 4.856
H57 6.791 -2.887 4.681
H58 9.109 -3.499 3.103
H59 8.662 -4.763 1.962
H60 8.755 -5.215 3.580
C25 -4.050 3.097 -2.280
O9 -3.723 4.550 -2.330
C26 -2.408 5.028 -1.966
C27 -2.230 6.480 -2.394
N5 -0.867 6.985 -2.056
C28 0.274 6.210 -2.611
C29 0.421 5.952 -4.157
O10 1.483 5.014 -4.425
C30 1.912 4.945 -5.832
H61 -3.729 2.642 -1.343
H62 -3.402 2.607 -3.006
H63 -5.054 2.751 -2.524
H64 -1.679 4.418 -2.499
H65 -2.388 4.831 -0.894
H66 -3.045 6.970 -1.860
H67 -2.547 6.596 -3.431
H68 -0.671 7.958 -2.243
H69 0.120 5.283 -2.058
H70 1.163 6.728 -2.253
H71 0.715 6.938 -4.517
H72 -0.514 5.712 -4.663
H73 0.988 4.663 -6.336
H74 2.713 4.207 -5.872
H75 2.451 5.844 -6.128
O11 -3.699 -0.317 1.700
H76 -4.012 -0.940 1.044
H77 -4.396 -0.287 2.355
O12 -1.820 -1.014 3.736
H78 -2.512 -0.698 3.155
H79 -1.050 -1.091 3.172
C31 -1.217 0.480 -0.965
C32 -0.386 -0.765 -0.605
O13 0.028 -0.701 0.778
H80 -1.759 0.388 -1.906
H81 -0.656 1.406 -1.095
H82 -2.113 0.512 -0.345
H83 0.468 -1.037 -1.224
H84 -1.046 -1.590 -0.877
H85 0.764 -1.291 0.959
C33 -4.550 -1.927 -1.620
C34 -4.301 -2.668 -0.318
O14 -5.342 -2.339 0.577
H86 -5.597 -1.848 -1.914
H87 -4.140 -2.423 -2.500
H88 -4.230 -0.885 -1.632
H89 -3.269 -2.453 -0.040
H90 -4.372 -3.738 -0.515
H91 -6.181 -2.206 0.129

## Properties
Frontier orbital gap (spin up / spin down) (eV): 8.4272 / 3.0648
E_LUMO (spin up / spin down) (eV): -1.8374 / -7.1998
Total charge: +1
HOMO energy (spin up / spin down) (hartree): -0.37722 / -0.37722
2S+1: 2

---

# 2
Formula: C34H94N8O9
Source: the OMol25 dataset
Level of theory: wB97M-V/def2-TZVPD

CARTESIAN COORDINATES (ANGSTROEM)
C1 0.689 0.878 0.159
C2 -0.444 0.165 -0.677
O1 -0.682 -1.160 -0.250
H1 0.837 1.892 -0.213
H2 1.639 0.354 0.052
H3 0.493 0.883 1.231
H4 -0.101 0.358 -1.694
H5 -1.317 0.801 -0.536
H6 -1.347 -1.105 0.440
C3 -4.185 -2.957 -0.143
C4 -5.227 -1.811 -0.288
C5 -6.697 -2.419 -0.010
O2 -6.757 -3.414 -1.128
C6 -7.843 -3.276 -2.080
N1 -4.860 -0.623 0.577
H7 -4.348 -3.465 0.807
H8 -3.162 -2.587 -0.218
H9 -4.244 -3.571 -1.042
H10 -5.249 -1.341 -1.271
H11 -7.459 -1.662 -0.197
H12 -6.760 -2.918 0.957
H13 -8.849 -3.389 -1.676
H14 -7.850 -4.080 -2.816
H15 -7.798 -2.322 -2.605
H16 -4.697 -0.901 1.534
H17 -5.655 -0.001 0.600
C7 8.119 4.960 0.012
C8 6.908 4.949 -0.889
C9 5.532 4.789 -0.090
O3 4.546 4.463 -1.128
C10 4.158 3.140 -1.044
N2 6.905 6.182 -1.706
H18 8.497 4.037 0.451
H19 7.974 5.694 0.805
H20 8.912 5.300 -0.654
H21 6.883 4.090 -1.560
H22 5.261 5.749 0.350
H23 5.537 4.176 0.811
H24 3.170 3.046 -1.494
H25 4.049 2.715 -0.046
H26 4.820 2.537 -1.665
H27 7.712 6.246 -2.310
H28 6.198 6.028 -2.410
C11 -3.786 3.029 0.639
C12 -4.779 3.347 -0.567
C13 -4.562 2.436 -1.763
O4 -5.516 2.776 -2.822
C14 -5.169 2.214 -4.139
N3 -6.187 3.027 -0.141
H29 -3.812 3.789 1.420
H30 -2.794 2.861 0.221
H31 -4.018 2.101 1.161
H32 -4.731 4.377 -0.919
H33 -4.678 1.380 -1.520
H34 -3.581 2.483 -2.237
H35 -5.011 1.140 -4.235
H36 -4.205 2.590 -4.481
H37 -5.927 2.510 -4.865
H38 -6.804 3.065 -0.941
H39 -6.368 2.064 0.105
C15 3.898 -1.772 3.609
C16 4.700 -0.941 2.656
C17 5.229 -1.800 1.524
O5 5.976 -1.159 0.448
C18 6.243 -2.136 -0.639
N4 3.790 0.074 2.138
H40 3.566 -1.334 4.550
H41 4.480 -2.635 3.934
H42 3.005 -2.164 3.122
H43 5.571 -0.527 3.164
H44 4.393 -2.315 1.050
H45 5.918 -2.544 1.924
H46 5.407 -2.731 -1.008
H47 7.022 -2.766 -0.210
H48 6.754 -1.693 -1.493
H49 4.308 0.453 1.359
H50 3.424 0.763 2.779
C19 2.567 -0.687 -3.010
C20 2.014 -2.089 -2.818
C21 2.346 -2.528 -1.381
O6 1.677 -3.741 -1.036
C22 2.369 -4.376 0.104
N5 0.584 -2.109 -3.027
H51 2.401 -0.078 -2.121
H52 2.368 -0.246 -3.987
H53 3.654 -0.689 -2.918
H54 2.413 -2.907 -3.418
H55 2.202 -1.743 -0.638
H56 3.401 -2.785 -1.291
H57 2.601 -3.766 0.976
H58 3.350 -4.768 -0.165
H59 1.763 -5.250 0.341
H60 0.101 -1.533 -2.352
H61 0.307 -3.027 -2.709
C23 3.906 2.478 5.407
C24 4.829 3.490 4.724
C25 4.094 4.176 3.550
O7 3.664 3.102 2.604
C26 2.223 2.922 2.412
N6 5.091 4.475 5.704
H62 2.935 2.916 5.640
H63 4.351 2.000 6.280
H64 3.731 1.605 4.778
H65 5.738 2.993 4.383
H66 4.869 4.789 3.091
H67 3.213 4.786 3.748
H68 1.801 2.312 3.211
H69 2.137 2.285 1.532
H70 1.648 3.829 2.223
H71 5.919 4.933 5.349
H72 4.261 5.048 5.760
C27 -4.072 -1.685 4.001
C28 -2.665 -1.401 4.339
C29 -1.813 -0.883 3.149
O8 -1.813 -1.900 2.111
C30 -0.875 -2.993 2.262
N7 -2.593 -0.472 5.438
H73 -4.474 -0.783 3.539
H74 -4.621 -1.873 4.924
H75 -4.294 -2.597 3.446
H76 -2.385 -2.383 4.719
H77 -0.820 -0.756 3.578
H78 -2.064 0.097 2.742
H79 -0.999 -3.365 3.279
H80 0.202 -2.892 2.131
H81 -1.105 -3.827 1.598
H82 -1.646 -0.177 5.630
H83 -2.957 -0.968 6.238
C31 -4.754 -4.569 -5.909
C32 -4.471 -3.414 -5.060
C33 -3.291 -2.529 -5.565
O9 -3.243 -1.226 -4.864
C34 -2.614 -1.208 -3.609
N8 -5.663 -2.666 -5.094
H84 -5.610 -5.197 -5.663
H85 -3.937 -5.266 -5.720
H86 -4.669 -4.320 -6.966
H87 -4.295 -3.737 -4.034
H88 -3.517 -2.496 -6.630
H89 -2.346 -3.063 -5.463
H90 -2.866 -2.008 -2.913
H91 -2.779 -0.247 -3.122
H92 -1.534 -1.298 -3.722
H93 -5.386 -1.890 -4.510
H94 -5.622 -2.217 -5.998

## Properties
Frontier orbital gap (spin up / spin down) (eV): 1.6915 / 8.8572
E_LUMO (spin up / spin down) (eV): 2.2699 / 2.2185
Total charge: -1
HOMO energy (spin up / spin down) (hartree): 0.02126 / -0.24397
2S+1: 2

---

| no. | E_tot (eV) | strongest force on any atom (eV/Å) |
| --- | --- | --- |
| 1 | -72828.7323 | 4.36 |
| 2 | -67121.0913 | 3.72 |